[1]
Density functional theory data (ωB97M-V with the def2-TZVPD basis set) for 2 unconnected molecules or ions with the total composition C2H13N3P5 at a distorted geometry.

As for the total charge: +1. The value obtained for the total energy is -1954.69030 Eh. The calculation puts the HOMO-LUMO gap at 8.5 eV. The calculation puts the maximum force at 5.6 eV/Å. Its HOMO energy is -12.1 eV. As for the spin multiplicity: 1.

Structure (XYZ):
```
23
Properties=species:S:1:pos:R:3:forces:R:3
C -0.2666 0.5877 -0.0630 2.1539 0.0935 -0.1961
C -1.0780 2.9616 0.0877 -0.3236 -0.3895 -0.1399
N -0.0211 1.9079 -0.1350 -0.2197 0.0019 0.4801
N 0.7989 -0.2660 0.1732 -5.2886 -1.2106 -1.2431
N -1.4763 0.0311 -0.2997 0.5743 0.1343 0.6214
P -3.8330 -1.7438 -0.4806 -1.0735 -1.5989 2.6511
P 2.7943 -1.5438 1.7978 1.4046 0.1939 -0.5942
P 2.7729 -1.2448 -1.6175 -0.9418 -0.1933 -0.5805
P -1.6975 -1.7168 0.0418 -0.0738 -1.0770 -2.4065
P 2.4684 -0.0725 0.2060 0.8776 1.2880 -0.0247
H -1.9165 2.8214 -0.6672 1.0832 0.2094 0.8536
H -1.5054 2.8382 1.1362 0.6108 0.4236 -1.3177
H -0.6392 3.9872 -0.0791 -0.4235 -1.3136 0.3314
H 0.9901 2.1281 -0.0484 -1.1275 0.1040 0.0924
H 0.4180 -1.2506 -0.0457 1.2937 1.5497 0.6289
H -2.2476 0.6891 -0.2164 -0.0079 -0.3737 -0.3516
H -4.3282 -0.9737 0.7052 0.7227 -0.4492 -1.0122
H -3.9396 -3.0206 0.4690 0.0927 1.7594 -1.7281
H 2.5932 -0.5818 2.8099 -0.0289 0.1646 -0.0142
H 4.1479 -1.0570 1.5382 -0.3635 -0.7624 0.6614
H 3.2939 -0.2614 -2.4855 -0.1264 0.3039 0.1556
H 4.0059 -1.5786 -1.2015 1.6815 -0.7637 0.4032
H -1.3346 -2.6407 -1.6255 -0.4964 1.9058 2.7297
```
Forces are in eV/Å.

***

[2]
Density functional theory data (ωB97M-V with the def2-TZVPD basis set) for a molecular structure, C3H2Cl3F2O3S at a distorted geometry.

As for the total charge: -1. The value obtained for the total energy is -2319.67116 Eh. The calculation puts the HOMO-LUMO gap (spin up / spin down) at 7.6 / 7.9 eV. The calculation puts the maximum force at 4.3 eV/Å. Its HOMO energy (spin up / spin down) is -5.6 / -5.5 eV. As for the spin multiplicity: 1.

Structure (XYZ):
```
14
Properties=species:S:1:pos:R:3:forces:R:3
C 0.5333 -0.6146 -1.3419 0.9155 -0.2235 0.9778
C 1.8734 -1.1188 -0.8467 -0.5054 -0.7020 -0.9479
C -0.6427 0.0110 1.3150 -0.8848 2.0686 0.3776
O -0.7545 2.4807 0.3489 -0.0924 -0.6708 0.3166
O -2.4450 1.7886 1.9345 0.0514 -0.9230 -0.6998
O -2.4579 0.9841 -0.4098 -1.1210 -1.4154 -0.9026
F 2.6254 -0.1211 -0.2717 -0.6560 -1.0901 0.1715
F 0.0877 0.4137 2.3942 -0.5099 -1.0063 -0.8974
S -1.7158 1.4354 0.7141 2.1879 3.4935 1.2934
Cl 0.3013 0.9078 -1.9998 0.5901 -0.1158 -0.4043
Cl 3.0502 -1.8057 -2.1673 -0.5990 0.4711 0.0131
Cl -1.8270 -1.1941 1.5911 0.3361 -1.5293 0.6934
H -0.3728 -1.0369 -0.9315 0.1058 -0.4188 -0.2667
H 1.7445 -2.1301 -0.3291 0.1817 2.0618 0.2753
```
Forces are in eV/Å.